No. 1
{
  "formula": "C29H40Ca2N8O15",
  "method": "ωB97M-V/def2-TZVPD",
  "elements": ["Ca", "Ca", "C", "O", "O", "O", "C", "O", "N", "N", "H", "H", "H", "H", "C", "O", "N", "N", "H", "H", "H", "H", "C", "O", "N", "N", "H", "H", "H", "H", "C", "O", "N", "N", "H", "H", "H", "H", "C", "C", "C", "C", "C", "C", "O", "O", "H", "H", "H", "H", "H", "H", "C", "C", "C", "C", "C", "C", "O", "O", "H", "H", "H", "H", "H", "H", "C", "C", "C", "C", "C", "C", "O", "O", "H", "H", "H", "H", "H", "H", "C", "C", "C", "C", "C", "C", "O", "O", "H", "H", "H", "H", "H", "H"],
  "coordinates": [[2.223084, 2.881791, 2.113629], [2.856875, 3.277137, -1.520628], [0.937452, 1.238573, 0.224936], [2.071058, 1.825600, 0.058571], [0.652970, 1.165743, 1.441018], [0.105111, 1.032270, -0.694404], [4.773349, 0.469885, -2.208651], [4.339556, 1.631310, -2.036948], [4.501216, -0.535886, -1.351247], [5.526328, 0.164904, -3.273202], [4.960147, -1.425252, -1.436876], [3.818540, -0.446559, -0.616102], [5.900594, -0.769006, -3.245563], [5.979317, 0.892666, -3.796289], [-0.566131, 4.598627, -2.027759], [0.643024, 4.286713, -2.036682], [-1.528770, 3.673991, -2.261642], [-1.034626, 5.786058, -1.623939], [-2.508806, 3.870438, -2.188400], [-1.259717, 2.778084, -2.636578], [-0.366496, 6.342805, -1.114795], [-2.012691, 5.810889, -1.407652], [-0.873659, 4.465570, 1.997550], [0.341089, 4.209181, 2.176235], [-1.574047, 3.614662, 1.218186], [-1.580726, 5.357216, 2.707611], [-1.072786, 2.787617, 0.930378], [-2.573072, 3.699006, 1.155695], [-1.198327, 5.780478, 3.538698], [-2.586493, 5.371065, 2.741326], [1.529979, 1.322197, 4.967012], [1.306940, 2.227745, 4.135439], [0.668823, 0.296334, 5.114169], [2.621850, 1.228816, 5.792026], [1.165766, -0.540497, 5.372512], [-0.156921, 0.195567, 4.534954], [3.523528, 1.432952, 5.386754], [2.695526, 0.459251, 6.437191], [-4.526736, -1.627660, -3.220114], [-3.143467, -1.706207, -3.025191], [-2.548958, -0.800716, -2.173341], [-3.263350, 0.155222, -1.451936], [-4.622919, 0.186141, -1.593060], [-5.250142, -0.720095, -2.457385], [-6.607830, -0.591094, -2.567977], [-1.211376, -0.948594, -1.876530], [-4.885742, -2.313586, -3.976659], [-2.504957, -2.432727, -3.506806], [-2.787596, 0.762549, -0.691544], [-5.251791, 0.753806, -0.919459], [-6.960505, -1.358465, -3.030695], [-0.838842, -0.078673, -1.651226], [-2.310673, -2.890849, 1.825233], [-1.791300, -1.604982, 1.791690], [-1.781647, -0.834625, 2.923116], [-2.233680, -1.374585, 4.153469], [-2.619890, -2.709050, 4.215075], [-2.626500, -3.473027, 3.040203], [-3.039046, -4.772163, 3.111659], [-1.425147, 0.479526, 2.937715], [-2.554488, -3.426039, 0.916771], [-1.478301, -1.176465, 0.844511], [-2.263295, -0.724693, 5.017819], [-3.191394, -2.981692, 5.092887], [-2.612401, -5.371452, 2.494684], [-0.671404, 0.722568, 2.357738], [1.562261, -0.360153, -4.098667], [1.558104, -1.002110, -5.343774], [1.533778, -0.257597, -6.512400], [1.469503, 1.127873, -6.444534], [1.596144, 1.762102, -5.224281], [1.659729, 1.027694, -4.054686], [1.604546, 1.616441, -2.808895], [1.489383, -0.883769, -7.734451], [1.472900, -0.956354, -3.200405], [1.367157, -2.067412, -5.297957], [1.235864, 1.709611, -7.325121], [1.618933, 2.844818, -5.260644], [0.988835, 1.225708, -2.140699], [1.141120, -1.767779, -7.571212], [2.438511, -4.953151, 2.330324], [2.495340, -3.816431, 1.511294], [1.812669, -2.683084, 1.903543], [1.091374, -2.671131, 3.100825], [0.941180, -3.867291, 3.805025], [1.564027, -5.027960, 3.394773], [1.178842, -6.264287, 3.812555], [1.797389, -1.598248, 1.063138], [2.896629, -5.913938, 2.124628], [3.216238, -3.803937, 0.705712], [0.628339, -1.741746, 3.392292], [0.186878, -3.919815, 4.582191], [0.949701, -6.479658, 4.718336], [1.259150, -0.878714, 1.425912]],
  "forces_ev_per_angstrom": [[-2.371, -0.935, 1.092], [-1.441, -1.748, -1.688], [-2.723, 1.014, -0.731], [3.383, 1.946, -1.642], [-0.387, -0.795, 2.575], [1.333, 0.005, -0.032], [-0.273, 0.182, 0.203], [-0.019, 0.730, 0.360], [0.049, 0.162, -0.002], [0.014, -0.548, 0.543], [-0.106, -0.065, -0.053], [-0.092, 0.180, -0.080], [0.338, 0.144, -0.666], [-0.010, -0.046, -0.075], [-0.621, -1.710, 0.875], [0.819, 0.456, 0.087], [0.692, -0.181, -0.472], [0.657, 0.344, -0.027], [-0.086, 0.085, -0.174], [0.010, 0.030, 0.056], [-0.389, 0.311, -0.062], [-0.058, 0.570, 0.159], [-0.642, -2.407, 0.924], [0.855, 1.093, -0.320], [0.230, 0.938, -0.292], [0.163, 0.978, 0.437], [-0.355, -0.158, -0.210], [0.002, -0.402, -0.083], [0.545, -0.008, -0.277], [-0.023, -0.319, -0.442], [-0.880, -1.202, -0.224], [1.448, 0.455, 0.037], [0.701, -0.087, 0.295], [0.603, 0.486, -0.583], [-0.661, -0.365, 0.248], [-0.075, 0.410, -0.171], [-0.124, 0.487, 0.129], [-0.360, -0.068, 0.047], [1.198, -0.172, 0.193], [-0.234, 0.739, 0.284], [0.977, 0.056, 0.866], [-0.091, -0.364, -0.177], [-0.781, -0.695, 0.041], [-0.434, 0.338, -0.594], [-0.042, -0.194, 0.070], [0.245, 0.072, -0.677], [-0.802, 0.154, 0.217], [-0.156, -0.059, -0.156], [0.221, -0.015, -0.086], [-0.029, 0.276, -0.248], [-0.073, 0.060, -0.020], [-0.140, -0.564, 0.330], [0.218, -0.136, 0.307], [-0.297, 0.133, -0.847], [-0.280, -0.564, 1.412], [0.533, -0.062, -1.253], [-0.723, 0.951, -0.308], [-0.017, -0.301, -0.022], [-0.492, -0.080, 0.711], [0.362, 1.001, 0.438], [0.429, -0.096, -0.091], [-0.103, 0.022, -0.056], [-0.191, -0.043, 0.084], [0.495, -0.730, 0.123], [0.142, 0.351, -0.274], [-0.328, -0.459, -0.271], [0.403, 0.083, -1.074], [-0.539, 0.335, 1.337], [-0.286, -0.458, -0.476], [0.224, -0.345, -0.191], [0.114, 0.446, -0.075], [-0.824, -1.223, 0.405], [0.750, 1.538, 0.401], [-0.253, 0.376, 0.528], [0.013, 0.114, 0.122], [0.346, -0.117, -0.494], [0.373, -0.072, -0.153], [-0.190, 0.042, 0.446], [-0.151, -0.244, -0.208], [0.134, -0.099, -0.315], [-0.305, -0.482, -0.500], [0.919, -0.746, 1.030], [-0.544, 0.197, 0.390], [0.671, -0.651, -0.538], [-0.767, 0.706, 0.334], [-0.744, 0.545, 0.209], [0.487, -0.954, -0.591], [0.531, 0.531, -0.218], [0.366, 0.289, -0.542], [-0.316, 0.069, -0.323], [-0.350, -0.143, 0.139], [0.162, 0.088, 0.215], [0.096, 0.884, 0.278], [-0.072, -0.294, 0.109]],
  "e_tot_ev": -110230.2921,
  "charge": 2,
  "fmax_ha_per_bohr": 0.0823
}

=====

No. 2
{
  "formula": "C29H41BN8Os",
  "method": "ωB97M-V/def2-TZVPD",
  "elements": ["Os", "C", "C", "C", "C", "C", "C", "C", "C", "C", "C", "C", "C", "C", "C", "C", "C", "C", "H", "H", "H", "H", "H", "H", "H", "H", "H", "H", "H", "H", "H", "H", "H", "H", "H", "H", "H", "H", "H", "H", "H", "H", "H", "H", "H", "H", "H", "C", "C", "N", "N", "C", "B", "N", "C", "C", "C", "N", "N", "C", "C", "C", "N", "N", "C", "C", "C", "N", "H", "H", "H", "H", "H", "H", "H", "H", "H", "H", "H", "H"],
  "coordinates": [[0.842346, 0.605184, -0.337023], [0.375992, 0.001471, 1.781000], [1.543170, -0.638426, 1.346473], [1.137716, -2.144550, 1.202666], [-0.145652, -2.273308, 1.658137], [-0.694042, -1.019385, 1.960375], [-2.072334, -0.766147, 2.401368], [-2.247490, -1.562938, 3.732522], [-2.391215, 0.705989, 2.607359], [-3.031592, -1.365827, 1.330828], [1.930271, -3.272768, 0.609792], [3.075519, -3.650193, 1.582191], [2.442976, -2.861047, -0.799386], [1.059917, -4.530286, 0.469995], [2.929164, 0.001063, 1.572408], [3.372465, -0.213548, 3.021496], [4.018641, -0.409793, 0.576813], [2.715910, 1.499859, 1.330105], [0.316356, 0.913773, 2.353256], [-0.704341, -3.194623, 1.666862], [-1.521112, -1.261202, 4.486610], [-2.182746, -2.637292, 3.573847], [-3.243399, -1.327940, 4.109661], [-1.778914, 1.159416, 3.389054], [-3.431190, 0.802926, 2.917578], [-2.282468, 1.273648, 1.680639], [-2.817789, -2.408397, 1.105726], [-3.003368, -0.773268, 0.414475], [-4.041711, -1.310917, 1.737804], [3.790339, -2.856939, 1.766260], [3.613387, -4.490181, 1.140363], [2.670003, -3.985727, 2.536641], [3.510893, -3.037565, -0.912289], [2.280610, -1.797874, -1.036753], [1.927063, -3.434685, -1.568772], [0.737476, -4.910759, 1.438945], [1.650977, -5.313078, -0.004298], [0.178112, -4.367698, -0.153512], [3.534961, -1.265807, 3.246904], [2.631856, 0.177398, 3.720257], [4.315015, 0.307287, 3.198224], [4.264291, -1.462803, 0.598949], [4.927726, 0.141351, 0.819193], [3.756114, -0.149809, -0.456555], [2.075743, 2.006015, 2.043742], [2.369389, 1.737218, 0.269198], [3.666493, 2.035222, 1.279832], [-1.766286, -1.869164, -2.401116], [-0.731987, -1.696727, -1.524363], [-0.582940, -0.368380, -1.245492], [-1.523088, 0.303915, -1.976286], [-2.233542, -0.573031, -2.670425], [-1.396215, 1.864071, -2.182776], [0.041546, 2.078950, -2.783693], [0.507711, 2.637177, -3.904701], [1.891793, 2.523766, -3.949924], [2.227066, 1.853581, -2.795634], [1.109094, 1.574474, -2.089878], [-1.350813, 2.473507, -0.746290], [-1.987903, 3.566825, -0.303904], [-1.401837, 3.971770, 0.881945], [-0.381233, 3.065582, 1.110413], [-0.366978, 2.159113, 0.118359], [-2.549945, 2.391594, -2.930644], [-2.781705, 3.317377, -3.913609], [-4.131111, 3.447278, -4.059351], [-4.680995, 2.538923, -3.130294], [-3.747150, 1.931607, -2.430645], [-2.147355, -2.793864, -2.799719], [-0.092568, -2.427643, -1.066734], [-3.035957, -0.225691, -3.302378], [-0.154502, 3.068863, -4.633413], [2.547853, 2.876410, -4.726635], [3.195382, 1.544669, -2.431816], [-2.812121, 3.969421, -0.869903], [-1.682464, 4.806643, 1.500286], [0.314789, 3.032012, 1.930627], [-1.998151, 3.860426, -4.409960], [-4.650464, 4.090129, -4.748321], [-5.719450, 2.333379, -2.922687]],
  "forces_ev_per_angstrom": [[-0.401, 0.062, 0.550], [0.093, 0.009, -0.179], [0.076, -0.312, 0.103], [0.152, -0.007, -0.017], [-0.049, -0.098, -0.007], [-0.034, 0.110, 0.001], [0.088, -0.207, -0.137], [-0.047, 0.062, -0.041], [-0.087, 0.112, -0.031], [-0.050, 0.108, 0.141], [-0.118, 0.198, 0.025], [0.042, -0.092, -0.009], [0.065, 0.054, 0.031], [-0.002, -0.075, -0.007], [-0.053, 0.011, -0.015], [0.019, -0.022, 0.035], [0.018, -0.036, -0.006], [-0.021, 0.075, -0.273], [0.060, -0.039, 0.063], [-0.002, -0.012, 0.019], [0.013, 0.000, 0.002], [0.023, -0.019, 0.011], [0.001, -0.024, -0.005], [0.008, 0.004, 0.007], [0.016, 0.009, 0.031], [0.002, -0.032, 0.037], [0.018, -0.029, 0.002], [0.010, -0.021, -0.019], [0.003, 0.004, -0.028], [0.000, 0.030, 0.021], [0.007, 0.021, 0.009], [0.002, 0.030, 0.014], [0.009, -0.046, 0.019], [-0.013, 0.035, 0.020], [0.014, 0.025, -0.015], [-0.001, -0.011, 0.005], [0.003, 0.008, 0.008], [-0.002, -0.004, -0.011], [-0.014, -0.033, -0.001], [0.002, -0.012, 0.025], [-0.005, 0.007, -0.010], [0.001, -0.040, -0.013], [0.002, -0.013, -0.005], [-0.008, -0.023, 0.010], [0.036, 0.005, 0.018], [-0.090, 0.163, -0.021], [0.016, -0.044, 0.097], [0.034, -0.005, 0.078], [-0.056, -0.098, -0.056], [0.040, 0.061, -0.072], [0.106, -0.023, -0.162], [-0.064, 0.119, 0.040], [0.141, 0.006, 0.261], [0.013, -0.085, -0.001], [-0.036, -0.011, -0.052], [-0.021, -0.021, 0.015], [0.039, -0.065, 0.026], [-0.113, 0.228, -0.259], [0.011, 0.121, -0.201], [0.036, -0.127, -0.060], [-0.014, 0.013, 0.067], [-0.013, 0.019, -0.020], [0.163, -0.001, 0.050], [-0.151, -0.156, -0.043], [-0.001, 0.168, 0.105], [0.073, -0.099, -0.157], [-0.025, 0.177, 0.248], [0.038, -0.161, -0.152], [-0.003, 0.003, -0.012], [-0.008, -0.022, -0.003], [0.007, -0.059, -0.028], [-0.027, 0.011, -0.007], [0.015, 0.002, 0.008], [0.017, 0.034, -0.030], [-0.014, 0.053, 0.028], [0.017, 0.014, 0.000], [-0.033, 0.025, -0.002], [0.041, -0.007, -0.020], [-0.011, -0.005, -0.005], [-0.008, 0.005, -0.035]],
  "spin_multiplicity": 2,
  "e_tot_ev": -45776.0109,
  "s_squared": 0.762,
  "charge": 3,
  "fmax_ha_per_bohr": 0.0133
}